No. 1
Here is a structure of composition C55H45AsGeOsS2Sb from the Open Molecules 2025 dataset. Energies are from the ωB97M-V functional and the def2-TZVPD basis.

The calculated total energy is -205786.5538 eV. The HOMO-LUMO gap (alpha / beta) comes out at 5.88 / 5.97 eV. Its net charge is +1. For the LUMO energy (alpha / beta), the calculation gives -3.8 / -3.7 eV.

Geometry as XYZ:
```
106
Properties=species:S:1:pos:R:3:forces:R:3:mulliken_charge:R:1
C 3.9205 3.9360 -2.6794 -0.1748 0.1444 0.1504 -0.297
H -4.0193 1.6450 3.0118 -0.0688 0.0555 -0.0694 0.563
H -0.2254 2.4275 0.6643 -0.0664 0.3649 0.1344 -0.478
Sb -2.8550 -1.6579 -2.3861 -0.4455 0.0364 -0.1328 1.568
C 1.4637 3.6443 0.1412 0.3849 -0.5417 -0.5734 0.648
C 0.2474 3.4228 0.7687 -0.0099 -0.5795 -0.0942 0.494
H 4.4194 -2.0987 0.9752 -0.0154 -0.0564 0.0350 0.469
H -4.0115 1.3572 -2.6317 -0.0357 0.0310 0.0417 0.264
H -1.0533 -3.0128 -4.3698 0.0479 -0.0374 -0.0809 0.414
C -5.3017 -5.2218 -3.0349 -0.1208 0.0096 -0.0894 -0.617
H 1.9703 1.9771 3.0101 0.1307 0.0439 0.0687 0.421
H -5.7255 2.6602 -1.4449 -0.0014 0.0704 -0.0059 0.422
H 5.1336 0.4584 5.4602 0.1080 0.0225 0.0521 0.388
C 0.8922 0.9250 -1.4192 -1.3164 -2.3451 2.5664 -0.776
C -1.7383 0.3119 -6.1953 -0.0665 0.1581 0.0180 -0.655
C 5.4242 1.0326 1.7516 0.0652 -0.0159 -0.1131 -0.604
H -1.0701 -5.9520 2.2252 -0.0106 -0.1069 -0.0003 0.444
H 3.3498 4.7674 -2.2904 -0.0128 0.0884 -0.0303 0.367
C 3.4775 1.0921 0.3378 -0.4792 0.2059 -0.6070 0.489
H -3.0315 0.7891 -4.5564 -0.0206 0.0259 -0.0337 0.286
H 5.9181 0.9965 -4.1492 0.0544 -0.0708 -0.0139 0.404
C -4.7363 -6.1716 -2.1996 0.0249 -0.0126 0.0284 -0.522
C -1.2538 -2.0852 -4.8945 -0.0005 -0.2077 0.1211 -0.648
C -4.3648 -0.4157 -1.4640 0.7591 -0.5396 -0.4794 0.341
C 3.8667 -1.0055 4.5536 -0.1168 -0.0321 0.1566 -0.777
H -1.9189 1.2511 -6.6964 -0.0207 0.0626 -0.0449 0.416
C -2.1228 -1.1523 -4.3489 -0.5371 -0.1175 0.7133 0.804
C 3.6126 2.6415 -2.2898 -0.7591 -0.1397 0.4154 0.442
C -5.0681 -0.9958 -0.4203 0.0225 -0.2891 -0.0132 -0.458
H -0.3017 6.4629 2.1200 -0.0403 0.0361 0.0483 0.397
H 0.0406 -2.5424 -6.5305 0.0590 -0.0798 -0.0545 0.411
C -0.6357 -1.8186 -6.1039 -0.0108 -0.0143 0.0446 -0.747
Os -0.3924 0.0677 -0.1223 1.0437 1.5331 -3.0029 1.361
Ge 2.2991 2.1479 -0.8753 0.5241 0.5240 0.5807 0.946
C 2.0758 -0.1548 3.1986 0.2245 0.2612 -0.3326 0.055
C 0.1930 5.6726 1.5747 -0.0830 0.0003 0.0378 -0.663
C 2.0380 4.9055 0.2455 0.1350 -0.0767 -0.0041 -0.376
S -0.8098 -1.9673 -1.3015 0.7466 1.0982 1.2286 -0.662
H 2.4255 -2.2411 3.5396 0.1130 0.0496 0.0753 0.418
As 0.4788 -0.3653 2.0999 -0.4194 -0.8056 1.0874 0.985
C 0.0031 -2.2463 2.2905 -0.0553 -0.1363 -0.1394 0.285
C 4.4726 1.7464 1.0469 -0.0078 0.1615 -0.1754 -0.674
C 3.4497 -0.2969 0.3351 -0.0190 -0.0593 -0.3735 -0.188
H 1.0161 -5.2554 1.1044 0.0283 -0.0158 -0.0676 0.451
C 4.3370 1.5900 -2.8390 -0.1079 -0.1661 0.1467 -0.508
H 6.1648 -0.9164 2.2424 0.0628 -0.0353 0.0902 0.435
H 2.9944 5.0967 -0.2177 0.0826 0.1030 -0.0212 0.371
C 5.6973 3.1256 -4.0758 -0.0374 0.0028 0.0290 -0.454
C 3.6034 1.3616 4.2677 -0.0773 -0.0215 0.2234 -0.910
H 3.9319 2.3695 4.4662 0.0288 0.1333 0.0069 0.457
C 2.5078 1.1431 3.4545 -0.3355 0.0239 -0.2039 0.095
H -6.5503 -0.6851 1.0853 -0.0550 -0.0488 0.0560 0.425
H 6.1786 1.5527 2.3208 0.1278 0.0651 0.0612 0.491
C -4.5812 0.8988 -1.8333 0.0870 0.1810 -0.1806 -0.160
H 1.6511 -2.8588 1.0645 -0.0071 -0.1201 -0.0086 0.331
H 4.4965 2.8290 1.0433 0.0969 0.1113 0.0671 0.378
C 5.4071 -0.3516 1.7202 0.0514 -0.0700 -0.0728 -0.663
C -0.7679 -4.9157 2.2412 -0.0160 -0.0384 0.0159 -0.742
C 0.3999 -4.5229 1.6061 0.0552 -0.0370 -0.0706 -0.689
H 6.5271 3.3142 -4.7395 0.0457 0.0303 -0.1002 0.391
H -1.3371 1.7729 6.3426 0.0126 0.0125 0.0931 0.413
H 2.6693 -0.8114 -0.2274 0.1873 0.0269 0.1243 0.489
H -3.5283 2.3111 5.3399 -0.0880 0.0422 0.0670 0.406
C -3.6624 -3.6347 -2.3246 0.2378 0.6712 -0.1276 0.430
C -0.3843 4.4142 1.4972 -0.1707 -0.0676 0.0998 -0.891
H -1.3249 4.2146 1.9918 -0.0619 -0.0382 0.0137 0.508
H -5.2061 -3.2021 -3.7497 -0.1029 -0.0017 -0.0828 0.433
C -5.5393 1.6366 -1.1554 0.0533 0.1039 -0.0748 -0.679
C 5.3645 1.8247 -3.7316 0.1222 -0.0499 -0.1105 -0.758
H 1.8519 6.8962 0.9971 0.0287 0.0729 0.0430 0.427
C -0.8269 0.5096 3.2464 -0.2644 0.2795 -0.0679 -0.158
C 4.4211 -1.0166 1.0103 0.0654 -0.0838 -0.1006 -0.484
H 4.4033 -1.8432 4.9746 0.0009 -0.0733 0.0302 0.423
H -2.4631 -4.2835 3.3874 -0.0371 -0.0260 0.0764 0.462
C 2.7623 -1.2302 3.7474 -0.4060 -0.2598 -0.1657 -0.504
H -3.1964 -6.5882 -0.7695 0.0427 -0.0671 0.0576 0.454
C -4.7678 -3.9463 -3.0988 -0.0681 0.0587 -0.1190 -0.674
H -6.9823 1.6531 0.4217 -0.0731 0.0523 0.0392 0.431
C -0.5831 0.8476 4.5703 0.3506 -0.1519 0.0217 -0.346
H 1.0778 0.4298 -2.3786 -0.6785 0.2397 -0.1628 0.794
H -1.7596 -1.9288 3.4825 0.0126 -0.0481 -0.0944 0.397
C -2.7781 1.8015 4.7552 0.0321 -0.0112 0.0930 -0.679
H -5.1544 -7.1654 -2.1549 -0.0464 -0.0870 0.0014 0.398
C -1.1569 -2.6520 2.9415 0.0723 0.3540 0.1384 -0.803
H -2.2294 -4.3191 -0.8809 -0.0309 -0.0408 0.0241 0.269
C 1.4011 5.9158 0.9466 0.1007 0.1122 0.0008 -0.864
H 5.2170 5.1955 -3.8235 -0.0065 0.0531 -0.0246 0.406
C -3.0533 1.4421 3.4503 0.0964 -0.0337 -0.0993 -0.769
C -6.2467 1.0685 -0.1092 0.0217 -0.0136 0.0058 -0.569
H -6.1601 -5.4734 -3.6392 -0.0710 -0.0238 -0.0484 0.407
C -3.6357 -5.8497 -1.4224 -0.0322 -0.0486 0.0050 -0.669
H -0.3998 -0.4116 -7.6974 0.0379 0.0336 -0.0700 0.404
C -1.5463 1.5038 5.3189 0.0260 -0.0453 0.0405 -0.876
C -2.0745 0.8154 2.6840 0.6641 -0.0608 0.1041 0.271
C -3.0942 -4.5767 -1.4830 0.2962 0.1150 0.1591 -0.196
H 4.1017 0.5755 -2.5407 0.0862 -0.1116 -0.0219 0.341
C -6.0095 -0.2451 0.2614 -0.0228 -0.0633 -0.0121 -0.580
H 0.3698 0.5801 5.0148 -0.0812 0.1266 0.0559 0.449
C -2.3653 0.0532 -4.9847 -0.1262 0.0496 0.0216 -0.345
C -1.5465 -3.9810 2.9024 -0.0254 0.0126 -0.0049 -0.687
S -2.4385 0.3468 1.0411 0.1058 -0.2069 -1.0754 -0.064
H -4.8699 -2.0205 -0.1286 -0.0556 -0.0096 0.0315 0.388
C 0.7668 -3.1888 1.6033 0.1556 0.3293 0.0701 0.011
C 4.9658 4.1791 -3.5541 0.1417 0.1201 -0.1252 -0.723
C -0.8818 -0.6192 -6.7543 0.0333 -0.0503 -0.0089 -0.523
C 4.2803 0.2875 4.8223 -0.0948 -0.0091 0.0684 -0.630
```
Positions in Å, forces in eV/Å.

=====

No. 2
Here is a cluster of 2 separate species, C5H6F3N3 in total from the Open Molecules 2025 dataset. Energies are from the ωB97M-V functional and the def2-TZVPD basis.

The calculated total energy is -17898.7396 eV. The HOMO-LUMO gap (alpha / beta) comes out at 8.25 / 8.66 eV. For the LUMO energy (alpha / beta), the calculation gives -0.8 / -0.9 eV.

Geometry as XYZ:
```
17
Properties=species:S:1:pos:R:3:forces:R:3:nbo_charge:R:1
N 0.5929 1.6138 -1.3805 -1.2964 -0.1700 -0.1539 -0.462
N 0.9024 0.6381 -0.2630 1.3713 0.9548 -0.9039 -0.248
H -1.8130 -0.3433 -1.1040 -0.3509 0.3838 -0.5175 0.214
F 3.9781 1.2455 -2.9483 0.3934 -1.0911 1.6641 -0.343
H -0.0172 -1.1917 0.0541 0.2895 0.7654 0.5656 0.203
C -1.6708 0.2189 -0.1975 1.5138 -1.1982 2.2434 -0.617
F 4.5770 0.1692 -1.0250 -0.0358 0.5727 -0.5817 -0.299
C -0.1512 -0.1152 0.3349 -3.5860 -1.8264 -1.4962 -0.244
H 1.0089 2.5586 -1.2677 0.5454 -1.3228 -0.0430 0.402
F 3.6610 2.2013 -1.0395 0.3767 -1.2869 0.1528 -0.345
C 1.2379 -0.6755 -2.4174 -0.4823 2.4406 1.1410 0.175
C 3.7259 0.9719 -1.6195 -3.0334 1.4180 -1.3898 0.944
H -2.4745 -0.0532 0.5627 1.3053 0.0380 -0.8627 0.217
C 1.2925 0.4367 -1.5963 2.9579 2.0932 2.4041 0.206
N 1.2453 -1.5786 -3.0864 0.0388 -3.0667 -2.1333 -0.228
H -1.6478 1.2746 -0.2508 -0.5350 1.0679 -0.7904 0.217
H -0.1817 -0.0120 1.3951 0.5278 0.2277 0.7012 0.209
```
Positions in Å, forces in eV/Å.

=====

No. 3
Here is the molecule C4H9NO from the Open Molecules 2025 dataset. Energies are from the ωB97M-V functional and the def2-TZVPD basis.

The calculated total energy is -7828.8105 eV. The HOMO-LUMO gap comes out at 10.43 eV. The SMILES is C[C@H]1N[C@H]1CO. For the LUMO energy, the calculation gives 1.0 eV.

Geometry as XYZ:
```
15
Properties=species:S:1:pos:R:3:forces:R:3:nbo_charge:R:1
H 0.4914 0.2492 -2.3120 -0.0502 0.0283 -0.1305 0.367
C -1.2755 0.5866 0.5180 -0.5091 0.2469 -0.4870 -0.734
H -0.2259 1.0130 1.0844 -3.9885 -1.0154 -1.0843 0.314
N 0.3810 0.4337 -1.3257 0.3047 0.3680 -0.3487 -0.644
H -1.9021 1.4378 0.2238 0.0528 -0.0204 0.1069 0.208
H 0.2186 -0.9160 1.5806 0.8082 0.5216 -0.4210 0.192
C 0.9937 -0.5344 0.8641 0.4546 -1.0854 -0.2295 -0.095
H -1.5112 -0.5986 -1.5436 0.0498 0.4390 0.8890 0.205
H 1.9370 -1.0344 1.0660 0.0162 -0.3271 -0.1081 0.190
H 1.2244 1.2981 0.1837 0.1012 -0.7858 0.5848 0.511
H 0.7839 -1.6961 -1.1206 -0.2033 0.2426 0.4895 0.211
H -1.9627 -0.1225 1.0466 0.7318 0.6687 0.1396 0.204
C 0.4619 -0.8071 -0.5663 0.5671 -0.0482 0.4996 -0.130
O 1.2332 0.8478 1.0756 1.4974 0.4381 -0.3096 -0.723
C -0.8477 -0.1570 -0.7747 0.1671 0.3290 0.4092 -0.076
```
Positions in Å, forces in eV/Å.

=====

No. 4
Here is the ion C7H15N2 with charge +1 from the Open Molecules 2025 dataset. Energies are from the ωB97M-V functional and the def2-TZVPD basis.

The calculated total energy is -10472.0261 eV. The HOMO-LUMO gap comes out at 8.57 eV. Its net charge is +1. For the LUMO energy, the calculation gives -3.0 eV.

Geometry as XYZ:
```
24
Properties=species:S:1:pos:R:3:forces:R:3:nbo_charge:R:1
H -1.8286 -1.0800 -2.0533 -0.3140 0.8078 0.2603 0.234
C -0.3779 -0.0656 1.6098 1.1538 -2.9517 1.2840 -0.285
C 1.1674 -0.8667 -0.4803 4.3053 -2.5079 0.4195 -0.209
H 0.9242 1.8976 -1.2776 0.1665 -0.8476 0.2836 0.244
N -0.2057 -0.8360 -0.6940 -1.6418 0.6554 0.4225 -0.462
H -0.5249 -1.1894 1.9240 0.5011 1.7919 -0.7515 0.237
C -0.7828 0.0815 0.1462 2.3002 3.9600 0.5631 0.301
H -2.2972 1.6941 0.5070 0.7703 0.0921 1.0196 0.264
C -0.7877 -1.3217 -1.9266 0.3176 -0.9931 -1.5223 -0.424
C 0.8983 1.5410 -0.2397 -1.7798 0.5773 1.2042 -0.520
H -0.2517 -1.0544 -2.9108 -0.4875 -0.1267 1.7295 0.222
N 1.1650 0.1659 1.6831 -2.6159 1.1538 -3.3376 -0.479
H 2.7789 0.5706 0.4084 0.6559 -0.2840 -0.2317 0.241
C -2.0077 0.8439 -0.0821 -3.8519 -1.3618 -2.2369 -0.693
H -2.1526 1.2612 -1.1046 0.6805 -0.6004 0.3818 0.256
H 1.6131 -0.6058 1.9549 1.9947 -4.2231 1.5664 0.410
H -0.8662 -2.4186 -1.8611 0.5176 0.1925 -0.2108 0.219
H 0.8727 2.4048 0.4182 -0.2831 0.2073 0.1065 0.196
H -0.7727 0.4194 2.5202 -0.4662 0.6851 -1.3600 0.268
H 1.4549 0.8399 2.2917 0.3902 2.8570 2.2126 0.420
H 1.6892 -1.2756 -1.4331 -0.5401 1.2999 1.5108 0.260
H -2.9318 0.1420 -0.0121 1.2576 0.8533 0.0766 0.230
H 1.5074 -1.6162 0.3067 -0.6750 -0.0359 -0.9879 0.162
C 1.7163 0.4679 0.3052 -2.3558 -1.2012 -2.4024 -0.091
```
Positions in Å, forces in eV/Å.